Record 1
{
  "formula": "C45H95N5O5",
  "method": "ωB97M-V/def2-TZVPD",
  "symbols": ["C", "C", "C", "C", "C", "C", "N", "O", "C", "C", "C", "H", "H", "H", "H", "H", "H", "H", "H", "H", "H", "H", "H", "H", "H", "H", "H", "H", "H", "H", "C", "C", "C", "C", "C", "C", "N", "O", "C", "C", "C", "H", "H", "H", "H", "H", "H", "H", "H", "H", "H", "H", "H", "H", "H", "H", "H", "H", "H", "H", "C", "C", "C", "C", "C", "C", "N", "O", "C", "C", "C", "H", "H", "H", "H", "H", "H", "H", "H", "H", "H", "H", "H", "H", "H", "H", "H", "H", "H", "H", "C", "C", "C", "C", "C", "C", "N", "O", "C", "C", "C", "H", "H", "H", "H", "H", "H", "H", "H", "H", "H", "H", "H", "H", "H", "H", "H", "H", "H", "H", "C", "C", "C", "C", "C", "C", "N", "O", "C", "C", "C", "H", "H", "H", "H", "H", "H", "H", "H", "H", "H", "H", "H", "H", "H", "H", "H", "H", "H", "H"],
  "xyz": [[0.473, 11.500, -3.398], [1.538, 10.417, -2.951], [1.971, 9.472, -4.172], [2.790, 10.190, -5.208], [4.068, 10.667, -4.559], [3.732, 11.619, -3.340], [2.771, 11.021, -2.459], [2.577, 11.676, -1.221], [5.052, 11.715, -2.590], [3.370, 12.940, -3.913], [0.988, 9.448, -1.860], [0.138, 12.202, -2.634], [-0.327, 10.915, -3.851], [0.812, 12.165, -4.193], [2.416, 8.524, -3.870], [1.064, 9.089, -4.640], [2.301, 10.952, -5.814], [3.020, 9.358, -5.874], [4.690, 11.142, -5.317], [4.689, 9.795, -4.357], [5.520, 10.731, -2.552], [5.724, 12.418, -3.081], [4.948, 11.999, -1.542], [2.796, 13.410, -3.115], [4.262, 13.531, -4.122], [2.808, 12.960, -4.847], [0.360, 8.651, -2.259], [0.497, 10.019, -1.073], [1.751, 8.898, -1.308], [2.942, 11.026, -0.616], [7.321, 8.719, -10.057], [7.725, 8.093, -8.680], [6.916, 8.958, -7.693], [6.841, 8.365, -6.263], [6.244, 6.928, -6.235], [7.037, 6.021, -7.233], [7.316, 6.691, -8.557], [7.888, 5.908, -9.481], [8.357, 5.462, -6.516], [6.108, 4.787, -7.569], [9.178, 8.219, -8.477], [6.256, 8.636, -10.276], [7.962, 8.208, -10.775], [7.652, 9.752, -10.168], [7.361, 9.944, -7.552], [5.884, 9.178, -7.964], [6.259, 8.964, -5.562], [7.779, 8.427, -5.712], [5.197, 7.030, -6.521], [6.383, 6.546, -5.223], [9.019, 4.912, -7.185], [8.980, 6.276, -6.146], [8.067, 4.873, -5.645], [5.330, 5.126, -8.253], [6.681, 4.015, -8.082], [5.703, 4.278, -6.694], [9.821, 8.024, -9.335], [9.479, 7.510, -7.706], [9.557, 9.189, -8.153], [7.447, 6.200, -10.282], [-2.328, 7.527, -3.567], [-1.911, 6.104, -4.015], [-2.062, 5.974, -5.517], [-1.303, 4.691, -6.172], [0.173, 4.857, -5.825], [0.370, 5.016, -4.310], [-0.435, 6.024, -3.655], [-0.249, 6.076, -2.242], [0.333, 3.592, -3.724], [1.859, 5.434, -4.171], [-2.786, 5.054, -3.262], [-3.345, 7.820, -3.828], [-1.780, 8.199, -4.228], [-2.046, 7.789, -2.548], [-3.134, 6.007, -5.715], [-1.722, 6.901, -5.979], [-1.292, 4.724, -7.261], [-1.835, 3.759, -5.983], [0.669, 5.690, -6.323], [0.838, 4.082, -6.206], [0.454, 3.524, -2.643], [-0.548, 3.055, -4.075], [1.205, 3.086, -4.140], [2.637, 4.972, -4.780], [1.848, 6.506, -4.367], [2.237, 5.407, -3.149], [-3.147, 4.326, -3.988], [-3.731, 5.488, -2.938], [-2.393, 4.649, -2.329], [-0.183, 7.017, -2.061], [1.046, 12.069, -8.129], [2.001, 13.163, -8.614], [1.979, 13.043, -10.138], [2.320, 14.220, -10.882], [1.549, 15.448, -10.396], [1.707, 15.745, -8.797], [1.431, 14.463, -8.144], [1.471, 14.644, -6.754], [2.983, 16.471, -8.453], [0.516, 16.718, -8.508], [3.443, 12.866, -8.110], [0.998, 12.018, -7.041], [1.406, 11.134, -8.560], [0.077, 12.143, -8.623], [2.748, 12.312, -10.384], [1.032, 12.672, -10.531], [2.209, 13.953, -11.933], [3.392, 14.404, -10.961], [0.483, 15.348, -10.606], [2.073, 16.264, -10.892], [3.289, 17.381, -8.970], [3.087, 16.770, -7.410], [3.756, 15.706, -8.524], [0.873, 17.160, -7.578], [0.406, 17.431, -9.326], [-0.399, 16.127, -8.462], [4.196, 13.463, -8.624], [3.778, 11.879, -8.429], [3.477, 13.062, -7.038], [0.550, 14.550, -6.499], [5.982, 8.152, 1.438], [4.908, 7.406, 0.725], [5.077, 7.659, -0.814], [4.261, 6.640, -1.644], [4.600, 5.205, -1.210], [4.357, 4.907, 0.327], [4.921, 5.999, 1.118], [4.759, 5.831, 2.494], [2.820, 4.707, 0.390], [5.001, 3.557, 0.703], [3.512, 8.019, 1.194], [6.302, 9.072, 0.948], [6.879, 7.543, 1.553], [5.759, 8.495, 2.448], [4.719, 8.662, -1.044], [6.126, 7.625, -1.107], [4.493, 6.651, -2.708], [3.212, 6.851, -1.432], [5.602, 4.944, -1.552], [3.915, 4.615, -1.819], [2.300, 5.570, -0.026], [2.498, 3.778, -0.082], [2.542, 4.683, 1.443], [4.762, 2.660, 0.131], [6.082, 3.641, 0.598], [4.918, 3.333, 1.767], [3.354, 9.069, 0.948], [3.444, 7.922, 2.277], [2.717, 7.512, 0.648], [5.650, 5.577, 2.748]],
  "atomic_forces_ev_per_a": [[0.5, -1.1, -0.4], [0.4, -0.6, -0.7], [-1.9, 1.3, 0.7], [0.6, -1.2, -0.2], [-0.6, 0.1, -0.2], [2.1, -1.3, -1.2], [-0.2, -2.1, 0.1], [0.0, 0.4, -0.6], [0.5, -0.1, 0.7], [-0.5, 1.6, 0.1], [0.1, 0.7, 0.4], [-0.1, -0.6, 0.4], [-0.5, 0.3, 0.3], [0.5, -0.3, -0.1], [0.7, 0.4, 0.6], [-0.5, 0.3, 0.0], [-0.2, 0.0, 0.4], [0.3, 0.2, -0.7], [0.0, 0.9, 0.1], [-0.2, -0.2, 1.0], [0.1, -0.1, -0.1], [0.1, -0.1, 0.1], [-0.2, 0.4, -0.1], [-0.1, 0.7, -0.3], [0.0, 0.1, 0.1], [-0.3, -0.3, 0.2], [-0.4, 0.6, -0.3], [-0.5, -0.1, -0.2], [0.6, 0.1, -0.4], [0.0, 0.1, 0.4], [1.0, -1.4, -0.2], [-3.0, 3.4, -0.8], [-0.2, -0.3, 2.6], [-0.1, -0.4, 0.6], [1.7, 1.6, -1.2], [-0.8, -2.0, 1.0], [1.1, -0.1, 1.7], [-0.8, -0.5, 0.8], [-0.1, 1.2, -0.8], [1.1, 0.3, -0.7], [2.6, -0.7, 0.7], [0.1, 0.0, 0.0], [-0.4, -0.1, -0.7], [-0.2, 0.0, 0.6], [0.3, -0.1, -0.6], [0.0, -0.4, -0.7], [-0.5, 0.3, -0.6], [0.6, -0.4, -0.5], [-0.1, -0.5, 0.1], [-0.3, -0.3, -0.2], [-0.4, -0.3, -0.1], [-0.2, 0.2, 0.1], [-0.2, -0.1, -0.3], [-0.3, -0.1, 0.3], [0.1, 0.1, -0.2], [-0.1, 0.6, 0.2], [-0.4, -0.4, -0.3], [0.3, 0.1, 0.0], [-0.8, 0.2, 0.2], [0.3, 0.1, -1.1], [0.6, 0.4, -1.4], [0.5, -0.1, 2.1], [0.4, -1.0, -1.0], [-0.4, 2.2, -0.4], [-0.5, 0.2, 0.8], [2.7, -1.8, 0.7], [-1.4, 1.0, -1.4], [0.0, -1.0, -0.5], [-0.2, -0.2, -0.2], [-0.1, 1.7, 0.9], [-0.7, 0.4, -0.5], [-0.3, -0.6, 0.6], [0.5, 0.2, 0.1], [-0.5, -0.3, 0.0], [-0.1, -0.5, -0.1], [0.5, -0.1, -0.2], [-0.7, 0.4, -0.2], [0.5, -0.1, 0.7], [-0.8, 0.8, -0.1], [-0.4, -0.7, 0.4], [-0.3, 0.3, 0.0], [-0.1, -0.1, 0.3], [0.0, -0.2, -0.1], [-0.5, -0.4, -0.4], [0.3, 0.2, -0.4], [-0.3, -0.4, 0.2], [0.5, -0.7, 0.3], [0.0, 0.5, 0.0], [0.5, -0.2, -0.4], [0.2, 0.0, 0.0], [0.4, -0.3, -0.4], [-0.1, 0.0, 0.5], [0.2, -1.7, 0.9], [0.7, 1.9, -1.4], [1.7, -0.1, 1.1], [-2.0, 0.3, -2.9], [0.1, 0.2, -1.4], [0.4, -0.5, 0.5], [1.6, -1.1, 0.9], [1.2, -1.0, 0.1], [-0.3, 0.6, -0.5], [-0.3, -0.1, -0.1], [0.3, -0.3, 0.5], [-0.2, 0.6, 0.5], [-0.2, -0.6, 0.0], [-0.2, -0.1, 0.4], [-0.9, 0.5, -0.4], [0.4, 0.3, 1.0], [0.1, 0.3, -0.2], [-0.9, 0.6, -0.1], [-0.5, -0.3, -0.7], [-0.7, -0.2, 0.3], [0.6, 0.3, -0.4], [-1.1, 0.5, 0.1], [0.2, 0.2, 0.3], [-0.1, 0.2, 0.4], [-0.2, 0.7, 0.1], [-0.4, -0.5, 0.6], [0.3, -0.3, 0.0], [-0.1, 0.0, 0.2], [1.5, 0.6, 1.0], [-2.4, 1.2, -0.2], [-0.5, -1.1, 0.0], [1.0, -0.1, 1.3], [-0.3, 0.3, 0.5], [-1.1, -0.7, -2.1], [1.1, -0.6, -1.7], [-0.2, 0.0, 0.2], [0.2, 0.8, 1.3], [1.4, 0.5, 0.6], [0.6, -0.3, -0.8], [-0.2, 0.0, -0.4], [0.1, -0.1, -0.2], [-0.5, -0.3, 0.1], [0.0, 0.2, 0.2], [0.2, -0.2, 0.2], [-0.3, 0.6, -0.1], [-0.2, -0.1, -0.5], [0.3, 0.1, 0.3], [0.0, -0.6, 0.3], [-0.1, -0.2, -0.2], [0.1, 0.1, -0.1], [-0.2, -0.2, 0.1], [-0.7, 0.4, -0.2], [0.3, 0.2, -0.3], [-0.6, 0.0, 0.0], [0.5, 0.3, 0.0], [-0.3, -0.2, -0.2], [-0.2, -0.2, 0.5], [0.0, -0.1, 0.5]],
  "lowdin_spin": [0.00, 0.00, 0.00, 0.00, 0.00, 0.00, 0.00, 0.00, 0.00, 0.00, 0.00, 0.00, 0.00, 0.00, 0.00, 0.00, 0.00, 0.00, 0.00, 0.00, 0.00, 0.00, 0.00, 0.00, 0.00, 0.00, 0.00, 0.00, 0.00, 0.00, 0.01, 0.05, 0.00, 0.00, 0.00, 0.04, 0.60, 0.18, 0.04, 0.02, 0.03, 0.00, 0.00, 0.00, 0.00, 0.00, 0.00, 0.00, 0.00, 0.00, 0.00, 0.00, 0.00, 0.00, 0.00, 0.00, 0.00, 0.00, 0.01, 0.01, 0.00, 0.00, 0.00, 0.00, 0.00, 0.00, 0.00, 0.00, 0.00, 0.00, 0.00, 0.00, 0.00, 0.00, 0.00, 0.00, 0.00, 0.00, 0.00, 0.00, 0.00, 0.00, 0.00, 0.00, 0.00, 0.00, 0.00, 0.00, 0.00, 0.00, 0.00, 0.00, 0.00, 0.00, 0.00, 0.00, 0.00, 0.00, 0.00, 0.00, 0.00, 0.00, 0.00, 0.00, 0.00, 0.00, 0.00, 0.00, 0.00, 0.00, 0.00, 0.00, 0.00, 0.00, 0.00, 0.00, 0.00, 0.00, 0.00, 0.00, 0.00, 0.00, 0.00, 0.00, 0.00, 0.00, 0.00, 0.00, 0.00, 0.00, 0.00, 0.00, 0.00, 0.00, 0.00, 0.00, 0.00, 0.00, 0.00, 0.00, 0.00, 0.00, 0.00, 0.00, 0.00, 0.00, 0.00, 0.00, 0.00, 0.00],
  "relative_energy_kj_mol": 0.0,
  "multiplicity": 2,
  "e_lumo_ev": [-2.66, -6.65],
  "homo_lumo_gap_ev": [6.995, 3.011],
  "s_squared": 0.754,
  "charge": 1
}


Record 2
{
  "formula": "C41H48N5O5PS3Tl",
  "method": "ωB97M-V/def2-TZVPD",
  "symbols": ["Tl", "C", "O", "C", "N", "C", "C", "C", "C", "C", "C", "C", "C", "C", "C", "C", "C", "N", "C", "N", "C", "C", "O", "C", "C", "C", "C", "C", "C", "H", "H", "H", "H", "H", "H", "H", "H", "H", "H", "H", "H", "H", "H", "H", "H", "H", "H", "H", "C", "C", "N", "C", "C", "C", "S", "N", "C", "O", "C", "C", "C", "C", "C", "C", "H", "H", "H", "H", "H", "H", "H", "H", "H", "H", "H", "H", "H", "H", "H", "C", "C", "C", "O", "P", "S", "S", "O", "C", "C", "C", "H", "H", "H", "H", "H", "H", "H", "H", "H", "H", "H", "H", "H", "H"],
  "xyz": [[-0.048, 0.159, 0.352], [2.402, 0.220, 4.654], [1.428, 1.301, 4.638], [0.815, 1.189, 3.452], [1.048, 0.165, 2.740], [1.879, -0.735, 3.581], [2.876, -1.567, 2.811], [4.248, -1.496, 3.015], [5.108, -2.328, 2.305], [4.604, -3.233, 1.386], [3.231, -3.319, 1.186], [2.377, -2.496, 1.901], [-0.153, 2.252, 3.096], [-0.405, 3.352, 3.900], [-1.346, 4.273, 3.464], [-1.984, 4.080, 2.248], [-1.655, 2.951, 1.512], [-0.776, 2.061, 1.942], [-2.235, 2.669, 0.175], [-1.903, 1.709, -0.588], [-2.772, 1.799, -1.787], [-3.460, 3.167, -1.606], [-3.186, 3.519, -0.226], [-2.066, 1.661, -3.118], [-2.639, 2.240, -4.252], [-2.056, 2.078, -5.500], [-0.888, 1.341, -5.633], [-0.311, 0.768, -4.510], [-0.901, 0.923, -3.263], [2.416, -0.202, 5.653], [3.374, 0.647, 4.413], [1.178, -1.438, 4.044], [4.669, -0.801, 3.731], [6.175, -2.264, 2.474], [5.274, -3.879, 0.834], [2.826, -4.028, 0.476], [1.303, -2.581, 1.755], [0.122, 3.470, 4.836], [-1.574, 5.144, 4.064], [-2.711, 4.782, 1.865], [-3.499, 0.987, -1.693], [-4.536, 3.152, -1.748], [-3.009, 3.933, -2.233], [-3.559, 2.807, -4.175], [-2.518, 2.528, -6.370], [-0.431, 1.215, -6.606], [0.604, 0.193, -4.593], [-0.444, 0.444, -2.406], [-3.899, -2.196, 4.563], [-2.548, -2.632, 4.012], [-2.605, -3.110, 2.629], [-3.116, -4.477, 2.424], [-4.550, -4.506, 1.912], [-2.245, -2.381, 1.558], [-1.914, -0.675, 1.855], [-2.300, -2.972, 0.391], [-1.749, -2.592, -0.768], [-0.787, -1.807, -0.914], [-2.330, -3.247, -1.981], [-2.020, -2.745, -3.240], [-2.558, -3.324, -4.378], [-3.396, -4.425, -4.264], [-3.694, -4.944, -3.009], [-3.168, -4.354, -1.871], [-3.774, -1.813, 5.578], [-4.605, -3.027, 4.605], [-4.328, -1.405, 3.946], [-2.141, -3.446, 4.613], [-1.846, -1.805, 4.059], [-3.039, -4.984, 3.386], [-2.461, -4.989, 1.724], [-5.223, -3.965, 2.577], [-4.897, -5.539, 1.844], [-4.608, -4.057, 0.921], [-1.351, -1.902, -3.316], [-2.318, -2.921, -5.354], [-3.811, -4.885, -5.151], [-4.336, -5.811, -2.921], [-3.393, -4.754, -0.892], [1.984, 4.153, -3.114], [2.484, 2.860, -3.720], [3.954, 2.894, -4.081], [2.192, 1.701, -2.871], [2.431, 1.456, -1.342], [1.993, -0.500, -1.051], [1.313, 2.541, -0.099], [3.978, 1.729, -1.204], [4.813, 1.914, -0.015], [4.804, 3.367, 0.409], [4.439, 0.956, 1.097], [2.143, 4.959, -3.832], [2.527, 4.399, -2.199], [0.920, 4.092, -2.881], [1.898, 2.628, -4.606], [4.564, 3.232, -3.243], [4.094, 3.584, -4.915], [4.300, 1.907, -4.389], [5.801, 1.663, -0.396], [3.825, 3.661, 0.789], [5.069, 4.017, -0.425], [5.542, 3.507, 1.201], [3.453, 1.196, 1.504], [5.175, 1.038, 1.899], [4.423, -0.075, 0.748]],
  "atomic_forces_ev_per_a": [[-0.1, -0.3, 0.1], [-0.1, -0.1, 0.0], [0.0, -0.1, 0.0], [-0.1, 0.1, 0.0], [0.3, 0.0, -0.1], [0.0, 0.0, 0.0], [0.0, 0.0, 0.1], [0.0, -0.1, 0.1], [0.0, 0.0, 0.0], [0.0, 0.0, 0.0], [0.0, 0.0, 0.0], [0.0, 0.0, 0.0], [0.1, -0.1, 0.0], [0.0, 0.0, 0.0], [0.0, 0.0, 0.0], [0.0, 0.1, 0.0], [0.0, -0.1, -0.1], [0.0, 0.0, 0.0], [-0.1, 0.0, 0.2], [0.1, 0.1, -0.1], [0.0, 0.0, 0.0], [0.0, 0.0, 0.1], [0.0, -0.1, -0.1], [0.0, 0.0, 0.0], [0.0, -0.1, 0.0], [0.0, 0.0, 0.0], [0.0, 0.0, 0.0], [0.0, 0.0, 0.0], [0.0, 0.0, 0.1], [0.0, 0.0, 0.0], [0.0, 0.1, 0.0], [-0.1, 0.0, 0.0], [0.0, 0.0, 0.0], [0.0, 0.0, 0.0], [0.0, 0.0, 0.0], [0.0, 0.0, 0.0], [0.0, 0.0, 0.0], [0.0, 0.0, 0.0], [0.0, 0.0, 0.0], [0.0, 0.0, 0.0], [0.0, 0.0, 0.0], [0.0, 0.0, 0.0], [0.0, 0.0, 0.0], [0.0, 0.0, 0.0], [0.0, 0.0, 0.0], [0.0, 0.0, 0.0], [0.0, 0.0, 0.0], [0.0, 0.0, -0.1], [0.0, 0.0, 0.0], [-0.1, 0.0, -0.1], [0.0, 0.0, 0.0], [0.0, 0.1, 0.0], [0.0, 0.0, 0.0], [0.1, 0.0, 0.0], [0.1, 0.1, -0.1], [0.0, -0.2, 0.0], [0.0, 0.1, 0.0], [-0.1, 0.1, 0.0], [0.0, 0.0, 0.1], [0.0, 0.0, 0.0], [0.0, 0.0, 0.0], [0.0, 0.0, 0.0], [0.0, 0.0, 0.0], [0.0, 0.0, 0.0], [0.0, 0.0, 0.0], [0.0, 0.0, 0.0], [0.0, 0.0, 0.0], [0.0, 0.0, 0.0], [0.0, 0.0, 0.0], [0.0, 0.0, 0.0], [0.0, 0.0, 0.0], [0.0, 0.0, 0.0], [0.0, 0.0, 0.0], [0.0, 0.0, 0.1], [0.0, 0.1, 0.0], [0.0, 0.0, 0.0], [0.0, 0.0, 0.0], [0.0, 0.0, 0.0], [0.0, 0.0, 0.0], [0.0, -0.1, 0.1], [0.1, 0.0, 0.0], [0.0, 0.0, 0.0], [0.0, -0.1, 0.0], [0.1, 0.3, 0.2], [-0.4, -0.2, 0.2], [0.1, 0.1, -0.1], [0.1, 0.1, 0.0], [-0.1, -0.1, 0.0], [-0.1, 0.1, 0.0], [0.0, 0.0, -0.1], [0.0, 0.0, 0.0], [0.0, 0.0, 0.0], [0.0, 0.0, 0.0], [0.0, 0.0, -0.1], [0.0, 0.0, 0.0], [0.0, 0.0, 0.0], [0.0, 0.0, 0.0], [0.1, -0.1, 0.0], [0.0, 0.0, 0.0], [0.0, 0.0, 0.0], [0.0, 0.0, 0.0], [0.0, 0.0, 0.0], [0.0, 0.0, 0.0], [0.0, 0.1, 0.0]],
  "mulliken_charge": [1.81, -0.57, -0.45, 0.16, 0.66, -0.66, 0.37, -0.38, -0.70, -0.61, -0.66, -0.46, -0.23, -0.83, -0.74, -0.74, 0.10, 0.44, -0.11, 0.86, -0.23, -0.91, -0.42, 0.32, -0.35, -0.94, -0.65, -1.27, 0.53, 0.32, 0.36, 0.54, 0.42, 0.41, 0.41, 0.47, 0.57, 0.63, 0.48, 0.62, 0.33, 0.35, 0.44, 0.47, 0.42, 0.52, 0.57, 0.14, -1.18, -0.40, 0.19, -0.75, -1.06, 0.60, -0.55, 0.03, -0.65, -0.22, 0.45, -0.22, -0.77, -0.39, -0.78, -0.25, 0.43, 0.32, 0.27, 0.48, -0.05, 0.44, 0.45, 0.34, 0.35, 0.25, 0.46, 0.44, 0.40, 0.42, 0.38, -1.17, 0.74, -1.42, -0.12, 0.84, -0.76, -0.51, -0.26, 0.35, -1.39, -0.82, 0.50, 0.24, 0.18, 0.20, 0.20, 0.49, 0.36, 0.36, 0.23, 0.37, 0.46, -0.10, 0.62, 0.21],
  "relative_energy_kj_mol": 0.0,
  "e_lumo_ev": -3.35,
  "homo_lumo_gap_ev": 7.509,
  "charge": 1
}


Looking at max |F| for the records above, in order, we have 4.629; 0.433 eV/A.